# 1
Here is a structure of composition CH3O3S in a non-equilibrium geometry from the OMol25 dataset. Energies are from ωB97M-V/def2-TZVPD.

XYZ file:
```
8
Properties=species:S:1:pos:R:3:forces:R:3
C 0.501841 -0.698448 0.748584 -4.6 -1.4 3.1
O -1.171278 1.564273 0.785274 0.6 -0.9 -0.3
O 1.119821 1.540301 -0.131753 0.2 1.1 -0.7
O 0.733048 -1.473551 -0.359745 0.9 -0.4 -0.8
S -0.095056 0.811019 0.138571 -0.2 0.9 -0.7
H -0.711152 -1.209648 1.277246 2.8 1.3 -1.0
H 0.187215 -0.989955 -0.991251 -0.1 -0.8 -1.6
H -0.564440 0.456010 -1.466927 0.4 0.1 2.1
```
Forces are in eV/Å.

Values from the calculation:
E_HOMO: -3.2 eV
lowest unoccupied orbital energy: 3.91 eV
Kohn-Sham gap: 7.2 eV
total charge: -1

=====

# 2
Here is a cluster of 2 separate species, CH3O4 in total in a non-equilibrium geometry from the OMol25 dataset. Energies are from ωB97M-V/def2-TZVPD.

XYZ file:
```
8
Properties=species:S:1:pos:R:3:forces:R:3
C -1.384453 -0.911744 -0.372008 -3.0 0.0 -2.1
O 1.903812 1.691228 1.903921 -0.6 -0.3 -0.5
O -0.190925 -1.115597 -0.467063 2.6 -0.6 -0.3
O 1.074063 1.040631 0.004035 0.7 0.7 1.3
O 1.987123 1.646190 0.692666 0.0 -0.2 -0.8
H -1.959073 0.006927 -0.755757 1.3 -0.8 1.0
H -2.010887 -1.843038 -0.201724 0.8 1.2 0.6
H 0.580339 -0.514597 -0.804070 -1.8 0.0 0.8
```
Forces are in eV/Å.

Values from the calculation:
E_HOMO (alpha / beta): -16.7 / -16.7 eV
lowest unoccupied orbital energy (alpha / beta): -7.15 / -7.15 eV
Kohn-Sham gap (alpha / beta): 9.6 / 9.6 eV
total charge: +1

=====

# 3
Here is a cluster of 2 separate species, CH3O4 in total in a non-equilibrium geometry from the OMol25 dataset. Energies are from ωB97M-V/def2-TZVPD.

XYZ file:
```
8
Properties=species:S:1:pos:R:3:forces:R:3
C 0.844651 0.181817 1.057535 -1.7 -0.6 0.8
O -1.847671 -0.789138 -2.133737 -0.4 0.6 0.6
O 1.745118 -0.179711 0.325987 3.1 0.8 -2.8
O -1.524010 -0.000331 -0.197636 0.0 0.2 0.3
O -2.255352 -0.072059 -1.206772 0.3 -0.8 -0.9
H 0.151259 0.993733 0.706104 0.6 -0.5 1.3
H 0.889678 -0.569569 1.876747 -1.4 1.2 0.3
H 1.996327 0.435257 -0.428228 -0.5 -0.8 0.4
```
Forces are in eV/Å.

Values from the calculation:
E_HOMO (alpha / beta): -16.6 / -16.6 eV
lowest unoccupied orbital energy (alpha / beta): -6.83 / -6.83 eV
Kohn-Sham gap (alpha / beta): 9.8 / 9.8 eV
total charge: +1

=====

# 4
Here is the molecule CH3O4P in a non-equilibrium geometry from the OMol25 dataset. Energies are from ωB97M-V/def2-TZVPD.

XYZ file:
```
9
Properties=species:S:1:pos:R:3:forces:R:3
C -1.441817 0.234014 1.181361 -2.4 -1.3 -0.8
O -0.426415 0.493212 0.405866 1.7 0.3 -0.8
O 0.661669 1.000095 -1.809486 1.8 0.3 0.4
O -2.437399 -0.386244 0.871643 1.0 0.4 0.3
O 0.756265 -1.251571 -0.966129 -0.3 0.6 -0.1
P -0.361551 -0.046401 -1.199215 -0.4 -0.9 -0.5
H -1.268383 0.655745 2.126614 0.0 0.7 1.7
H 1.593824 0.846635 -1.473659 -1.3 0.3 -0.5
H 0.593684 -1.751320 -0.166913 -0.1 -0.4 0.3
```
Forces are in eV/Å.

Values from the calculation:
E_HOMO: -10.0 eV
lowest unoccupied orbital energy: 0.60 eV
Kohn-Sham gap: 10.6 eV
SMILES string: O=COP(O)O
total charge: 0

=====

# 5
Here is the ion CH3O4S with charge -1 in a non-equilibrium geometry from the OMol25 dataset. Energies are from ωB97M-V/def2-TZVPD.

XYZ file:
```
9
Properties=species:S:1:pos:R:3:forces:R:3
C -0.193751 0.962946 0.718761 0.4 1.0 0.7
O -0.748320 -1.999977 -1.322225 -0.2 0.2 0.2
O 1.024867 -1.500726 0.278768 -0.1 0.1 0.1
O 0.734171 -0.094965 -1.682891 -0.1 0.1 0.1
O -0.961713 -0.027193 0.123251 0.2 -1.1 -0.8
S 0.108044 -0.996357 -0.730002 -0.2 -0.6 -0.4
H -0.853302 1.623827 1.289352 0.0 -0.1 0.0
H 0.339189 1.528695 -0.053311 -0.1 0.2 0.2
H 0.550814 0.503752 1.378298 -0.1 0.2 0.1
```
Forces are in eV/Å.

Values from the calculation:
E_HOMO: -5.0 eV
lowest unoccupied orbital energy: 4.18 eV
Kohn-Sham gap: 9.2 eV
SMILES string: COS(=O)(=O)[O-]
total charge: -1

=====

# 6
Here is a cluster of 2 separate species, CH3O4Si in total in a non-equilibrium geometry from the OMol25 dataset. Energies are from ωB97M-V/def2-TZVPD.

XYZ file:
```
9
Properties=species:S:1:pos:R:3:forces:R:3
C 0.648553 0.768472 0.524882 2.5 -0.6 2.4
O -0.219824 -0.491203 1.911413 -0.4 2.0 -0.8
O 1.697315 1.099265 0.939186 -2.6 -0.2 -0.7
O -1.067105 -1.031931 -0.819946 -0.2 1.1 -3.3
O -0.447680 1.221641 -2.185024 -0.2 1.2 -1.3
Si 0.018596 0.116646 -1.272417 -1.5 -0.6 1.5
H -1.037537 -1.417889 0.005889 0.4 -1.0 3.1
H -0.909498 0.182232 2.158249 0.8 -1.1 -0.3
H 1.317179 -0.447233 -1.262232 1.3 -0.8 -0.7
```
Forces are in eV/Å.

Values from the calculation:
E_HOMO: -4.9 eV
lowest unoccupied orbital energy: 3.92 eV
Kohn-Sham gap: 8.8 eV
total charge: -1

=====

# 7
Here is a cluster of 2 separate species, CH3O6S in total in a non-equilibrium geometry from the OMol25 dataset. Energies are from ωB97M-V/def2-TZVPD.

XYZ file:
```
11
Properties=species:S:1:pos:R:3:forces:R:3
C 0.838401 -0.657701 -0.042728 -1.6 0.0 0.0
O -1.399535 2.087571 0.076406 -0.2 -0.7 -0.6
O -2.130520 0.102334 -1.208664 -0.6 -0.8 0.1
O -3.748297 1.851794 -0.661279 0.5 -0.3 -0.3
O 0.366271 -0.758673 -1.216456 0.7 0.1 1.1
O 1.973049 -1.379987 0.272851 0.0 -0.4 -0.6
O 0.338472 -0.052501 0.938942 -0.1 0.2 -0.7
S -2.391890 1.667582 -1.169116 0.4 0.3 0.6
H -0.870618 1.284214 0.332746 0.1 0.2 0.3
H 1.842213 -1.532068 1.215976 0.4 0.3 0.1
H -1.230604 -0.402300 -1.232971 0.3 1.4 0.0
```
Forces are in eV/Å.

Values from the calculation:
E_HOMO: -5.8 eV
lowest unoccupied orbital energy: 3.70 eV
Kohn-Sham gap: 9.5 eV
total charge: -1

=====

# 8
Here is the molecule CH3PS in a non-equilibrium geometry from the OMol25 dataset. Energies are from ωB97M-V/def2-TZVPD.

XYZ file:
```
6
Properties=species:S:1:pos:R:3:forces:R:3
C -0.231011 -0.414354 -0.342562 -0.2 -0.2 -0.1
P 0.121644 1.376608 0.006024 -1.4 -2.2 1.6
S -0.867299 -0.446646 1.378524 1.2 2.2 -1.6
H -1.023769 -0.570895 -1.071549 0.1 0.1 0.0
H 0.610301 -1.075739 -0.522482 0.0 0.1 0.0
H 1.390135 1.131027 0.552045 0.3 0.0 0.1
```
Forces are in eV/Å.

Values from the calculation:
E_HOMO: -9.0 eV
lowest unoccupied orbital energy: -0.87 eV
Kohn-Sham gap: 8.1 eV
SMILES string: C1PS1
total charge: 0

=====

# 9
Here is a cluster of 2 separate species, CH3PS4 in total in a non-equilibrium geometry from the OMol25 dataset. Energies are from ωB97M-V/def2-TZVPD.

XYZ file:
```
9
Properties=species:S:1:pos:R:3:forces:R:3
C 0.482745 1.669591 0.554851 -0.2 -0.5 -1.2
P 1.482361 0.114153 0.103157 -0.8 0.3 0.3
S -0.631118 1.764754 -0.913927 0.6 -0.6 -0.2
S 0.639625 0.296092 -1.812282 -0.4 0.4 0.6
S -1.690990 -2.715706 -0.172638 0.0 1.0 1.6
S -0.333579 -2.198087 1.288416 -0.2 0.3 -1.0
H -0.130534 1.539345 1.416209 -0.3 -0.2 0.8
H 1.018543 2.611092 0.615146 0.5 -0.1 0.1
H -0.837052 -3.081236 -1.078932 0.8 -0.6 -0.9
```
Forces are in eV/Å.

Values from the calculation:
E_HOMO (alpha / beta): -8.5 / -7.7 eV
lowest unoccupied orbital energy (alpha / beta): -1.19 / -1.69 eV
Kohn-Sham gap (alpha / beta): 7.3 / 6.0 eV
total charge: 0

=====

# 10
Here is a cluster of 2 separate species, CH3PSi in total in a non-equilibrium geometry from the OMol25 dataset. Energies are from ωB97M-V/def2-TZVPD.

XYZ file:
```
6
Properties=species:S:1:pos:R:3:forces:R:3
C 0.209717 -0.315568 1.130859 0.1 0.8 0.5
Si -0.131871 0.299323 -0.559502 0.8 -0.8 -2.1
P -0.636165 -1.645641 0.522068 0.1 1.3 -0.3
H 0.543508 0.041369 2.144882 -0.1 -0.7 -1.2
H -0.901254 1.613617 -0.820930 0.3 -1.1 0.3
H 0.916066 0.006900 -2.417377 -1.3 0.5 2.9
```
Forces are in eV/Å.

Values from the calculation:
E_HOMO: -8.6 eV
lowest unoccupied orbital energy: -0.47 eV
Kohn-Sham gap: 8.1 eV
total charge: 0

=====

# 11
Here is a cluster of 2 separate species, CH3PSi in total in a non-equilibrium geometry from the OMol25 dataset. Energies are from ωB97M-V/def2-TZVPD.

XYZ file:
```
6
Properties=species:S:1:pos:R:3:forces:R:3
C -1.323088 -0.983709 -0.007597 -0.4 1.6 -0.4
Si -0.255430 0.399388 0.328702 1.5 0.8 0.6
P -2.482889 0.273122 0.047232 0.9 -0.1 -0.1
H -1.394213 -1.805268 -0.659837 0.0 -1.6 0.1
H 0.133178 1.021449 1.730432 -0.1 -0.9 -1.3
H 1.867966 0.458079 -1.091252 -2.0 0.1 1.2
```
Forces are in eV/Å.

Values from the calculation:
E_HOMO (alpha / beta): -8.7 / -8.4 eV
lowest unoccupied orbital energy (alpha / beta): -1.15 / -0.99 eV
Kohn-Sham gap (alpha / beta): 7.6 / 7.4 eV
total charge: 0

=====

# 12
Here is the molecule CH4BBr in a non-equilibrium geometry from the OMol25 dataset. Energies are from ωB97M-V/def2-TZVPD.

XYZ file:
```
7
Properties=species:S:1:pos:R:3:forces:R:3
B -0.189740 -0.787606 -0.021455 1.3 1.7 3.7
C 0.179529 0.706735 -0.010270 0.1 1.0 1.9
Br 2.115797 -0.011985 0.005197 -1.0 0.6 -0.2
H -0.158120 -1.413120 0.958439 0.0 -0.2 0.7
H -0.603714 -1.223847 -0.886486 -1.4 -1.9 -4.0
H -0.018185 1.423491 0.877195 0.8 -1.5 -1.4
H 0.005420 1.214792 -0.931766 0.3 0.4 -0.6
```
Forces are in eV/Å.

Values from the calculation:
E_HOMO: -10.7 eV
lowest unoccupied orbital energy: 0.14 eV
Kohn-Sham gap: 10.8 eV
total charge: 0

=====

# 13
Here is a cluster of 2 separate species, CH4BBr in total in a non-equilibrium geometry from the OMol25 dataset. Energies are from ωB97M-V/def2-TZVPD.

XYZ file:
```
7
Properties=species:S:1:pos:R:3:forces:R:3
B 0.174806 1.114161 0.619584 0.1 -0.3 -0.1
C -0.410073 -0.160027 -0.206427 -0.4 2.1 1.0
Br -0.085851 3.621428 1.870758 -0.2 -2.3 -1.3
H 1.287908 1.193710 0.926477 0.4 0.3 0.2
H 0.381837 -0.897155 -0.288781 0.3 0.1 0.1
H -1.281126 -0.615323 0.255826 -0.2 0.0 0.1
H -0.713054 0.149660 -1.205288 0.0 0.1 -0.1
```
Forces are in eV/Å.

Values from the calculation:
E_HOMO: -9.4 eV
lowest unoccupied orbital energy: -1.22 eV
Kohn-Sham gap: 8.2 eV
total charge: 0

=====

# 14
Here is a structure of composition CH4BNO2 in a non-equilibrium geometry from the OMol25 dataset. Energies are from ωB97M-V/def2-TZVPD.

XYZ file:
```
9
Properties=species:S:1:pos:R:3:forces:R:3
B -0.842463 0.786993 0.336513 1.1 -1.5 -1.2
C -0.325968 -0.669822 -0.246055 0.3 1.4 2.0
N 1.090380 -0.212516 0.013033 1.4 -2.1 -0.2
O 2.061598 -0.837316 -0.376418 -1.1 1.1 0.5
O 1.143488 0.842661 0.671477 -0.8 -0.7 -0.1
H -1.562452 0.899858 1.199098 -0.7 0.3 1.4
H -0.611473 1.549786 -0.485186 -0.5 1.2 -0.7
H -0.551876 -1.665299 0.172350 0.5 0.6 0.1
H -0.401230 -0.694347 -1.284815 -0.2 -0.3 -1.8
```
Forces are in eV/Å.

Values from the calculation:
E_HOMO: -11.4 eV
lowest unoccupied orbital energy: -0.40 eV
Kohn-Sham gap: 11.0 eV
total charge: 0

=====

# 15
Here is the molecule CH4BNO2S2 in a non-equilibrium geometry from the OMol25 dataset. Energies are from ωB97M-V/def2-TZVPD.

XYZ file:
```
11
Properties=species:S:1:pos:R:3:forces:R:3
B -1.361634 -0.090168 -0.526014 1.0 1.7 -0.3
C 1.224105 0.430204 0.579263 -2.5 0.8 -2.0
N 1.942942 0.244097 1.648715 1.6 -1.1 1.1
O -2.476966 -0.705703 -0.229917 -2.1 -1.6 0.7
O -0.859882 0.130868 -1.729104 1.0 0.3 -1.1
S 1.936568 0.231064 -0.869304 0.2 0.0 -0.8
S -0.612634 0.944084 0.797794 2.3 -0.5 1.2
H 2.819769 -0.257916 1.327338 -1.1 1.0 1.4
H 1.520381 0.157092 2.559122 0.2 -0.1 0.1
H -2.882263 -1.178911 -0.966149 0.0 0.1 0.1
H -1.250386 0.095289 -2.591743 -0.5 -0.5 -0.2
```
Forces are in eV/Å.

Values from the calculation:
E_HOMO: -8.1 eV
lowest unoccupied orbital energy: 0.17 eV
Kohn-Sham gap: 8.3 eV
SMILES string: NC(=S)SB(O)O
total charge: 0

=====

# 16
Here is a structure of composition CH4BrClSi in a non-equilibrium geometry from the OMol25 dataset. Energies are from ωB97M-V/def2-TZVPD.

XYZ file:
```
8
Properties=species:S:1:pos:R:3:forces:R:3
C 0.709193 -0.305545 -0.568376 -0.1 -0.5 -0.1
Si -0.858260 0.382421 0.376503 -0.2 -0.6 -1.5
Cl 1.018982 -2.107287 0.128959 -0.2 2.4 -1.1
Br 1.973787 1.011120 0.062454 0.8 0.0 0.2
H 0.885541 -0.249370 -1.694023 -0.7 -0.7 1.7
H -0.523720 0.214606 1.792873 0.1 0.5 0.1
H -1.839070 -0.677180 0.119387 -0.5 0.1 -0.1
H -1.366454 1.731234 -0.217780 0.7 -1.1 0.7
```
Forces are in eV/Å.

Values from the calculation:
E_HOMO: -10.2 eV
lowest unoccupied orbital energy: 0.16 eV
Kohn-Sham gap: 10.3 eV
total charge: 0

=====

# 17
Here is a cluster of 2 separate species, CH4BrFSi in total in a non-equilibrium geometry from the OMol25 dataset. Energies are from ωB97M-V/def2-TZVPD.

XYZ file:
```
8
Properties=species:S:1:pos:R:3:forces:R:3
C -0.833685 -0.303323 -0.583547 -0.5 1.0 1.2
F 2.768918 2.137878 -0.416355 -0.7 -0.6 0.2
Si 2.361878 0.818388 0.468334 0.5 1.3 -0.3
Br 3.903563 -0.621648 -0.126200 0.1 -0.5 0.0
H -1.334863 -1.070030 -0.059987 -0.1 -0.8 0.8
H -1.237066 0.673329 -0.415982 0.1 0.5 0.1
H -0.553970 -0.531704 -1.545761 1.0 -0.4 -2.0
H 2.743952 1.364012 1.816649 -0.4 -0.4 0.0
```
Forces are in eV/Å.

Values from the calculation:
E_HOMO (alpha / beta): -9.6 / -8.9 eV
lowest unoccupied orbital energy (alpha / beta): -1.63 / -0.40 eV
Kohn-Sham gap (alpha / beta): 8.0 / 8.4 eV
total charge: 0

=====

# 18
Here is a structure of composition CH4BrNO3S in a non-equilibrium geometry from the OMol25 dataset. Energies are from ωB97M-V/def2-TZVPD.

XYZ file:
```
11
Properties=species:S:1:pos:R:3:forces:R:3
C -0.245572 -1.243142 0.574373 -1.6 3.0 -1.4
N 0.754367 1.121314 -0.901740 -6.1 0.2 1.3
O -1.205791 1.091760 0.794741 0.3 1.4 -0.3
O 1.177535 0.898451 1.583683 1.6 1.1 1.5
O -0.094425 0.312885 -1.771315 2.0 -0.5 0.8
S 0.143429 0.657000 0.677507 -0.9 -3.1 -2.6
Br -1.196193 -1.423131 2.214903 -0.4 -0.8 0.3
H -0.871121 -1.196188 -0.369733 0.3 -0.6 1.6
H 0.450067 -2.022700 0.533165 1.6 -0.5 -0.1
H 1.667244 0.902559 -1.013222 3.6 -1.4 -0.6
H -0.579540 0.901192 -2.322363 -0.5 1.3 -0.5
```
Forces are in eV/Å.

Values from the calculation:
E_HOMO: -10.1 eV
lowest unoccupied orbital energy: 0.37 eV
Kohn-Sham gap: 10.5 eV
total charge: 0

=====

# 19
Here is a cluster of 2 separate species, CH4BrP in total in a non-equilibrium geometry from the OMol25 dataset. Energies are from ωB97M-V/def2-TZVPD.

XYZ file:
```
7
Properties=species:S:1:pos:R:3:forces:R:3
C 0.926142 0.426675 0.279910 0.4 -6.5 4.2
P -0.968050 -1.151402 0.062424 2.5 1.7 -1.3
Br -2.509716 0.402126 -0.096873 -0.6 0.5 0.2
H 1.058141 0.652182 1.388781 -0.7 -0.3 -1.4
H 0.635445 1.213001 -0.244219 -0.9 3.1 -2.8
H 1.774989 -0.294879 0.060914 -1.1 1.4 -0.6
H -0.916953 -1.247705 -1.450937 0.4 0.0 1.7
```
Forces are in eV/Å.

Values from the calculation:
E_HOMO: -8.9 eV
lowest unoccupied orbital energy: 0.12 eV
Kohn-Sham gap: 9.1 eV
total charge: 0

=====

# 20
Here is a cluster of 2 separate species, CH4Cl2N3S in total in a non-equilibrium geometry from the OMol25 dataset. Energies are from ωB97M-V/def2-TZVPD.

XYZ file:
```
11
Properties=species:S:1:pos:R:3:forces:R:3
C -0.180581 1.603538 0.239303 -0.2 3.2 2.9
N -0.855800 1.105844 -0.745955 -2.6 1.2 -0.1
N 1.014809 1.043823 0.679616 -1.0 -4.2 -4.4
N 1.318060 -0.047891 0.027464 -0.6 1.7 0.8
S -0.598852 2.930520 1.209378 0.1 -1.0 -0.6
Cl 2.669894 -0.848379 0.410522 0.6 0.0 0.5
Cl -0.942822 -4.617170 -0.942407 -1.0 -0.2 1.4
H -0.413881 0.628907 -1.473756 0.5 -1.2 -1.2
H -1.783526 1.582989 -0.909938 1.6 -0.9 0.0
H 1.514613 1.464853 1.391889 1.5 1.2 2.1
H -1.741914 -4.847036 0.113885 1.0 0.3 -1.4
```
Forces are in eV/Å.

Values from the calculation:
E_HOMO (alpha / beta): -14.1 / -13.9 eV
lowest unoccupied orbital energy (alpha / beta): -7.09 / -7.75 eV
Kohn-Sham gap (alpha / beta): 7.0 / 6.2 eV
total charge: +1